159
Properties=species:S:1:pos:R:3:forces:R:3 method="wB97M-V/def2-TZVPD" orbital_gap_ev=7.2153 e_tot_ha=-16510.61783 total_charge=+1
C 0.870093 1.887379 3.544259 0.5 -1.0 0.5
C 1.656086 0.740386 2.869898 0.1 0.3 -1.0
C 2.474698 1.219203 1.594699 0.3 0.6 1.1
C 4.015599 1.301091 1.884600 -0.5 0.4 0.0
C 2.138577 0.373861 0.378692 0.6 0.5 0.9
C 2.543052 -0.940288 0.364588 0.5 -1.1 0.3
C 3.280200 -1.613242 1.503313 0.5 -0.3 0.3
C 4.722943 -2.102371 1.135578 -1.0 -0.4 -0.7
C 5.395685 -1.346516 -0.017737 1.0 0.0 0.6
F 6.738458 -1.130790 0.354468 -0.1 0.1 -0.1
C 2.260248 -1.741761 -0.738117 -0.5 -0.2 0.2
C 2.643468 -3.215121 -0.776620 0.7 -0.9 -0.3
O 3.316017 -3.640651 -1.671941 0.3 0.5 0.3
O 2.260326 -4.050110 0.216345 -0.7 1.1 -0.6
C 0.902036 -3.812795 0.633730 -1.0 -0.9 0.7
C -0.139822 -4.352226 -0.366100 -0.2 0.8 0.7
S -1.697130 -4.517498 0.592810 -0.5 -0.5 -0.1
C -2.673865 -3.105014 0.291929 -0.3 1.7 -0.9
N -3.239140 -2.327095 1.138606 0.7 -0.6 2.6
N -3.936340 -1.357718 0.516513 -0.8 0.7 -0.7
C -3.776694 -1.567179 -0.750747 0.0 0.0 1.0
O -3.004669 -2.622699 -0.940705 1.1 -1.7 -2.2
C 1.600861 -1.183517 -1.817001 0.3 -1.1 0.0
Br 1.226907 -2.310800 -3.309008 0.1 0.4 0.2
C 1.204944 0.133504 -1.774322 -0.8 0.2 -1.6
C 0.489604 0.625583 -3.014836 0.0 -0.8 -0.2
C -0.954748 0.038600 -3.138840 1.1 1.3 0.4
N -1.920601 0.811467 -3.304682 -0.9 -0.2 -0.4
N 1.459514 0.871080 -0.681714 -0.2 0.4 0.2
C 1.023784 2.283044 -0.544761 0.4 1.0 0.2
O 0.172854 2.486583 0.564411 -0.1 -0.4 -0.9
C -1.081858 1.969364 0.379984 -2.2 0.2 1.0
C -2.126556 2.412555 1.400653 1.4 -0.5 0.2
O -1.366176 1.186250 -0.483433 1.1 0.1 -0.5
H 0.475512 2.599911 2.821740 0.0 -0.1 0.4
H 1.538240 2.358609 4.274401 -0.2 0.3 -0.3
H 0.076336 1.427498 4.144457 -0.1 0.3 -0.2
H 2.370006 0.316089 3.581236 -0.3 -0.1 0.0
H 1.001234 -0.067827 2.515223 -0.1 0.1 0.4
H 2.186792 2.266459 1.491045 -0.1 -0.4 -0.4
H 4.584149 1.103192 0.978634 0.2 -0.2 0.4
H 4.261514 2.328962 2.177557 -0.1 -0.2 -0.1
H 4.296801 0.674489 2.732854 0.2 -0.1 -0.4
H 2.704784 -2.505573 1.769214 0.1 0.3 0.1
H 3.342792 -1.024713 2.411588 -0.2 0.2 -0.3
H 4.629054 -3.149966 0.821313 0.2 0.1 0.2
H 5.335981 -2.113829 2.039773 0.1 0.3 -0.3
H 4.991240 -0.350278 -0.215508 -0.1 -0.2 0.0
H 5.454854 -1.920274 -0.948489 -0.3 0.1 0.2
H 0.761718 -4.392794 1.551699 0.4 0.1 -0.1
H 0.680814 -2.771339 0.900830 0.3 -0.1 -0.2
H 0.107396 -5.371995 -0.670509 0.0 0.2 -0.2
H -0.317336 -3.669688 -1.200842 0.1 -0.4 -0.1
H -4.170351 -1.036728 -1.602782 0.1 0.1 0.1
H 0.529489 1.699475 -3.185780 -0.3 -0.1 0.3
H 1.040009 0.179040 -3.857284 0.0 0.3 0.2
H -1.079864 -1.041802 -3.079921 -0.1 0.2 0.0
H -1.611459 1.779775 -3.329290 -0.2 0.1 0.0
H 1.931310 2.859262 -0.345159 -0.3 -0.1 0.0
H 0.567171 2.724506 -1.426289 0.0 -0.7 -0.2
H -2.674588 1.491095 1.620706 -0.3 0.3 -0.1
H -2.810039 3.199951 1.047279 0.6 -0.5 -0.1
H -1.612504 2.718914 2.318536 -0.4 0.2 -0.2
Cl 11.178909 -2.444227 0.451356 0.0 0.0 0.0
C 9.690334 -2.076617 -0.455836 -0.1 -0.1 0.0
C 9.979793 -1.504238 -1.820518 -0.1 -0.1 -0.1
Cl 10.683755 0.131172 -1.729012 0.0 0.0 0.0
H 9.091264 -1.396278 0.141632 0.1 0.0 0.0
H 9.143638 -3.013355 -0.558886 0.0 0.0 -0.1
H 9.052832 -1.418582 -2.386537 0.0 0.0 0.1
H 10.665533 -2.135098 -2.381282 0.1 0.1 0.1
Cl -3.760632 2.103818 4.787444 0.1 0.0 0.0
C -5.341255 2.913228 4.580344 0.0 -0.1 0.1
C -5.787281 2.910752 3.143854 -0.2 -0.2 0.0
Cl -4.759891 3.965114 2.134582 -0.3 0.2 0.4
H -5.255795 3.922510 4.971914 0.1 0.0 0.0
H -6.057532 2.372028 5.192134 0.2 -0.1 -0.1
H -6.803937 3.291673 3.067565 0.0 0.1 0.1
H -5.766862 1.908399 2.720587 0.1 0.0 0.0
Cl 5.965942 5.452679 -0.229290 -0.1 0.0 0.0
C 6.719343 3.855052 -0.462342 0.1 0.0 0.1
C 6.101036 3.098856 -1.609617 0.4 0.0 -0.1
Cl 4.418204 2.599159 -1.253277 -0.1 0.0 -0.2
H 6.636113 3.304818 0.472399 -0.1 0.0 0.0
H 7.775599 4.027094 -0.663381 0.0 0.0 -0.1
H 6.668475 2.189337 -1.801131 -0.1 0.0 0.1
H 6.087574 3.690679 -2.521282 -0.1 0.0 0.1
Cl 4.628260 -3.286457 -5.673954 0.0 0.1 0.0
C 3.646417 -4.487338 -4.795478 0.1 -0.1 0.1
C 3.837236 -5.884411 -5.328513 0.0 -0.1 0.1
Cl 3.154924 -6.077824 -6.963770 0.0 0.0 0.0
H 2.606001 -4.176821 -4.854901 0.1 -0.1 -0.1
H 3.955753 -4.445295 -3.753811 0.0 0.0 0.0
H 3.323487 -6.596384 -4.683686 0.0 0.1 0.0
H 4.889576 -6.155802 -5.367916 0.0 0.1 -0.1
Cl -1.102838 4.649449 5.107453 0.0 0.0 -0.1
C -0.780087 4.998347 6.825552 0.1 0.0 0.1
C -2.045208 5.310339 7.584592 0.0 0.0 0.1
Cl -2.761850 6.863199 7.086869 0.0 0.0 0.0
H -0.069532 5.820091 6.875326 -0.1 0.0 -0.1
H -0.307876 4.111769 7.246772 -0.1 0.0 0.0
H -1.825232 5.388034 8.648447 0.1 0.0 0.0
H -2.794215 4.533630 7.445178 0.0 0.0 -0.1
Cl -7.272306 0.986479 8.505942 0.0 0.0 0.0
C -8.858489 1.775136 8.318231 -0.1 0.0 0.1
C -9.324780 1.770997 6.884939 -0.2 -0.1 0.0
Cl -8.325207 2.834960 5.856729 -0.4 -0.1 0.2
H -8.780812 2.786804 8.710097 0.1 0.0 -0.1
H -9.564571 1.221583 8.935416 0.0 0.0 -0.1
H -10.347367 2.141437 6.826682 0.0 0.1 0.0
H -9.301011 0.771002 6.458322 0.1 0.0 0.0
Cl -2.973863 5.526675 -3.247269 0.0 -0.1 0.0
C -4.571534 4.741724 -3.432960 0.0 0.0 -0.1
C -5.560938 5.292881 -2.443661 -0.1 0.1 0.0
Cl -5.182504 4.825002 -0.764845 -0.1 0.0 -0.3
H -4.441632 3.667504 -3.326297 0.1 0.0 0.1
H -4.909332 4.946176 -4.447898 0.0 0.1 0.0
H -6.558910 4.912853 -2.656673 0.0 -0.1 0.0
H -5.591792 6.379219 -2.492069 0.0 0.0 0.1
Cl -7.257993 5.677742 4.740243 0.0 0.2 -0.1
C -9.008727 5.964472 4.928154 -0.2 0.0 0.0
C -9.484450 7.130792 4.099146 -0.1 0.0 0.0
Cl -8.856941 8.684756 4.701725 0.0 0.0 0.0
H -9.212703 6.115416 5.985665 0.1 0.1 0.0
H -9.514248 5.054709 4.609494 0.0 0.0 -0.1
H -10.571281 7.189880 4.139831 0.0 0.0 0.1
H -9.185662 7.028078 3.058302 0.1 0.0 0.0
Cl 9.717622 8.544946 -0.321316 0.0 0.0 0.0
C 7.961262 8.825238 -0.429602 -0.1 -0.1 0.0
C 7.587866 9.645943 -1.638527 -0.1 0.0 0.0
Cl 8.151287 11.330098 -1.509023 0.0 0.0 0.0
H 7.639358 9.304013 0.492472 0.1 0.1 0.0
H 7.489454 7.845106 -0.488549 0.0 0.0 -0.1
H 6.503483 9.681049 -1.737417 0.0 0.0 0.1
H 8.001227 9.221866 -2.550888 0.1 0.0 0.0
Cl -0.791238 -8.481017 -8.002767 0.0 0.0 -0.1
C 0.717484 -9.382832 -8.302857 0.1 -0.1 0.1
C 1.636838 -8.653059 -9.248864 0.1 0.0 0.0
Cl 0.985809 -8.593477 -10.906179 0.0 0.0 0.0
H 0.451657 -10.366194 -8.683486 -0.1 0.1 -0.1
H 1.207020 -9.510023 -7.338066 0.0 0.1 0.0
H 2.594134 -9.169808 -9.301941 0.0 0.0 0.0
H 1.816575 -7.632732 -8.920829 -0.1 0.0 0.0
Cl -1.547155 -8.384187 -0.597666 0.1 0.0 0.0
C -3.253676 -8.877718 -0.719566 -0.2 -0.1 -0.1
C -4.188961 -7.872245 -0.097517 -0.1 0.0 0.2
Cl -4.023834 -7.811905 1.677190 0.0 0.0 0.0
H -3.355393 -9.854770 -0.253096 0.1 0.1 0.1
H -3.474356 -8.980123 -1.780372 0.0 0.1 0.0
H -5.220313 -8.150262 -0.311296 0.0 0.0 0.0
H -4.021995 -6.870965 -0.481092 0.1 -0.2 0.4
Cl -1.372015 -6.658555 -4.890990 0.0 0.0 0.1
C -3.071045 -7.175995 -5.037661 0.0 -0.1 -0.1
C -4.019762 -6.190615 -4.404223 -0.1 0.1 -0.2
Cl -3.865368 -6.156290 -2.625817 0.1 0.2 -0.5
H -3.161711 -8.164398 -4.592642 0.1 0.0 0.1
H -3.285282 -7.260337 -6.102326 0.0 0.1 0.0
H -5.048506 -6.470135 -4.626682 0.0 -0.1 0.0
H -3.852876 -5.182354 -4.775953 0.1 0.0 0.1